No. 1
The following is a DFT calculation (the ωB97M-V functional and the def2-TZVPD basis) of a molecular structure, C20H36F6FeNO6 at a distorted geometry.

CARTESIAN COORDINATES (ANGSTROEM)
F (6.12, 15.20, -7.80)
Fe (10.77, 17.20, -5.97)
H (7.26, 16.28, -5.56)
H (13.59, 15.42, -9.02)
H (14.19, 18.93, -4.61)
H (13.57, 16.79, -10.05)
F (12.61, 19.99, -9.18)
C (8.55, 14.17, -6.23)
C (9.72, 13.45, -6.76)
H (10.50, 24.01, -6.13)
H (12.46, 19.68, -1.48)
H (9.85, 19.17, -2.12)
C (10.68, 17.34, -9.76)
H (12.63, 15.37, -10.49)
F (14.19, 21.05, -8.14)
O (8.67, 17.63, -6.33)
C (12.94, 16.00, -9.66)
O (11.40, 19.24, -6.40)
H (9.64, 12.37, -6.62)
C (14.33, 18.15, -3.86)
C (13.55, 16.86, -4.12)
H (9.63, 17.25, -9.46)
C (12.56, 19.17, -2.44)
H (14.82, 19.58, -2.31)
H (13.54, 17.23, -6.34)
F (5.99, 17.23, -7.90)
H (14.32, 18.10, -1.70)
C (13.29, 20.05, -7.99)
C (11.68, 16.59, -8.94)
O (8.89, 15.51, -6.51)
C (11.66, 17.90, -2.69)
O (11.59, 21.45, -6.78)
C (11.69, 17.11, -1.37)
H (14.29, 15.98, -2.23)
C (14.09, 18.80, -2.51)
F (7.51, 16.27, -8.91)
H (12.40, 19.93, -3.20)
H (8.47, 14.09, -5.14)
C (7.85, 16.45, -6.46)
H (12.70, 22.90, -5.65)
C (10.23, 18.50, -2.89)
H (13.25, 15.60, -5.91)
H (12.65, 16.92, -0.90)
C (13.84, 16.46, -5.63)
H (9.97, 13.88, -7.73)
H (7.68, 13.76, -6.74)
H (11.72, 24.86, -7.05)
C (12.22, 22.75, -6.61)
H (9.50, 17.69, -2.87)
H (13.58, 14.85, -3.44)
H (10.52, 13.78, -6.09)
C (11.26, 23.89, -6.90)
F (14.01, 18.86, -8.00)
H (11.01, 17.59, -0.66)
H (13.00, 20.36, -5.80)
O (11.20, 15.98, -4.24)
H (10.65, 16.99, -10.79)
H (14.90, 16.23, -5.78)
H (15.21, 15.65, -3.63)
H (10.76, 23.59, -7.82)
O (11.50, 16.43, -7.72)
H (13.07, 23.00, -7.24)
H (15.41, 18.02, -3.75)
C (14.18, 15.75, -3.29)
H (10.17, 18.95, -3.88)
C (12.39, 20.25, -6.69)
N (12.07, 17.04, -3.84)
C (6.92, 16.28, -7.79)
H (10.99, 18.38, -9.75)
H (11.15, 16.20, -1.63)

Calculated values
Gap between HOMO and LUMO (alpha / beta): 9.26 / 6.95 eV
ΔE to the lowest compared entry with this formula, charge and spin: 0.00 kcal per mole
HOMO level (alpha / beta): -8.898 / -8.339 eV
<S²>: 8.766
Lowest unoccupied orbital energy (alpha / beta): 0.36 / -1.39 eV
2S+1: 6
Calculated total energy: -85787.0014 eV
Net charge: 0

No. 2
The following is a DFT calculation (the ωB97M-V functional and the def2-TZVPD basis) of 9 unconnected molecules or ions with the total composition C20H36F6O28PS6 at a distorted geometry.

CARTESIAN COORDINATES (ANGSTROEM)
H (-3.44, 4.48, 1.01)
O (2.91, -4.21, 7.87)
F (0.47, 1.45, 0.06)
C (0.36, 3.55, -5.06)
C (4.79, 3.59, 2.47)
O (3.07, -1.97, 7.77)
F (-0.19, 0.40, 2.09)
H (-6.41, 0.51, 1.96)
O (8.49, 3.11, 2.29)
H (4.11, 3.36, 3.29)
H (0.68, 3.59, -4.02)
H (4.52, -0.32, -3.08)
H (1.33, -5.14, -0.90)
C (-3.27, 5.54, 0.82)
O (0.70, 2.01, -6.76)
S (-3.24, 6.57, 3.16)
F (1.58, -0.48, 0.77)
F (0.08, -0.64, -0.95)
O (5.17, -2.82, -3.98)
C (3.23, -3.22, 7.30)
F (-1.57, 0.17, 0.33)
C (5.50, 4.90, 2.76)
O (2.65, 3.26, -7.99)
O (-9.55, -1.43, 4.47)
O (1.32, 4.10, -5.86)
S (-7.67, -4.66, -1.01)
H (4.51, -1.48, 4.92)
H (3.64, -0.55, -4.58)
O (-8.03, -0.27, 2.77)
O (-1.75, 6.50, 2.40)
C (6.46, -0.24, -5.75)
O (6.37, -1.56, -5.27)
H (-4.61, -3.34, -1.39)
S (1.29, 3.42, -7.36)
H (-1.03, 2.13, -5.80)
O (-7.19, -2.27, 4.01)
H (-5.71, -2.08, -1.06)
H (4.39, 3.63, 1.46)
O (-8.62, -4.33, 0.06)
C (-6.36, -3.39, -2.76)
C (-5.67, -3.12, -1.40)
O (6.68, 4.81, 2.02)
S (-0.97, -7.45, -1.77)
S (-8.16, -1.14, 4.16)
H (1.25, -5.51, -3.63)
H (-6.00, -4.28, -3.28)
H (4.97, 5.81, 2.47)
O (7.11, 3.00, 0.19)
H (0.31, 1.36, -4.81)
H (-6.37, 1.77, 4.60)
C (-7.11, 0.77, 2.76)
H (6.27, 0.99, -3.89)
H (5.83, 5.13, 3.78)
C (3.65, -1.80, 5.51)
C (5.64, 0.55, -4.67)
H (2.19, -6.45, -1.56)
H (-1.17, 5.04, 1.01)
P (0.01, -0.09, 0.57)
C (4.64, -0.47, -4.15)
O (0.16, 3.99, -8.10)
C (5.40, -1.75, -4.44)
H (-7.72, 1.66, 2.65)
H (-0.56, 4.13, -5.16)
O (-3.42, 7.88, 3.78)
H (4.57, -0.71, 7.08)
C (-6.49, 0.77, 4.19)
O (-0.32, -6.76, -3.14)
O (0.37, -6.93, -0.86)
C (3.70, -3.26, 5.88)
O (-7.63, -6.02, -1.56)
C (0.03, 2.13, -5.53)
F (-0.42, -1.57, 1.14)
H (5.13, 1.45, -5.02)
H (7.46, 0.17, -5.77)
H (-5.49, 0.33, 4.19)
S (7.24, 3.32, 1.60)
O (-7.36, 0.05, 5.03)
O (-1.02, -8.91, -1.84)
H (2.71, -1.48, 5.06)
H (-1.32, 6.71, 0.51)
H (-3.36, 5.84, -0.23)
C (3.56, -1.03, 6.82)
O (-7.67, -3.67, -2.37)
O (-3.96, 6.46, 1.64)
O (-3.46, 5.31, 3.85)
C (0.53, -5.73, -2.84)
H (-6.39, -2.60, -3.52)
H (4.74, -3.60, 5.80)
C (1.19, -6.02, -1.53)
H (6.08, -0.14, -6.76)
O (-6.22, -3.97, -0.50)
O (5.90, 2.73, 2.50)
O (-2.18, -6.81, -1.34)
H (2.84, -0.21, 6.91)
C (-1.81, 5.93, 1.09)
H (0.03, -4.77, -2.72)
H (3.07, -3.75, 5.14)

Calculated values
Gap between HOMO and LUMO: 10.01 eV
ΔE to the lowest compared entry with this formula, charge and spin: 5.38 kcal per mole
HOMO level: -8.538 eV
Lowest unoccupied orbital energy: 1.47 eV
Calculated total energy: -169257.3288 eV
Net charge: -1

No. 3
The following is a DFT calculation (the ωB97M-V functional and the def2-TZVPD basis) of 6 unconnected molecules or ions with the total composition C20H36FO9S at a distorted geometry.

CARTESIAN COORDINATES (ANGSTROEM)
F (-1.73, -0.45, 4.79)
H (-0.05, -0.96, 1.88)
C (-7.57, -4.51, 6.88)
H (-2.05, 4.41, -1.69)
H (7.17, -2.43, -4.62)
H (-4.98, -3.40, 7.31)
H (-3.41, 1.47, -1.25)
H (0.80, 0.85, -1.45)
C (-0.96, 4.38, -1.82)
H (8.10, -0.92, -4.72)
O (0.48, -2.42, 5.35)
C (5.61, -1.63, -2.38)
H (-8.65, -4.34, 6.75)
H (-2.86, 0.14, -2.28)
C (7.58, -1.60, -4.04)
O (1.70, -4.53, 2.65)
C (-6.81, -3.39, 6.20)
C (4.02, 2.40, -4.87)
O (-7.40, -2.48, 5.62)
H (5.11, 2.45, -4.77)
H (-0.49, 5.15, -1.21)
H (4.74, 2.45, -2.11)
H (-1.10, 0.59, 1.56)
C (-5.31, -3.44, 6.26)
O (-1.19, 1.53, -0.09)
H (5.12, -2.46, -2.89)
C (-1.93, -2.35, 2.97)
C (3.66, 2.40, -2.32)
H (-7.34, -4.52, 7.95)
H (-2.84, -0.23, 2.97)
H (4.84, -0.96, -1.97)
H (-7.31, -5.47, 6.43)
C (-1.30, 1.19, -1.27)
H (-4.95, -4.35, 5.78)
H (-0.56, 6.71, -3.40)
O (2.78, 0.70, -3.74)
H (-4.90, -2.57, 5.73)
H (-0.71, 5.88, -4.96)
H (8.29, -1.97, -3.29)
C (-0.61, 4.58, -3.27)
C (6.46, -0.86, -3.36)
C (-0.63, -0.08, 2.43)
S (-3.79, -2.78, 3.08)
H (3.18, 1.81, -1.53)
H (-2.64, 1.84, -2.80)
O (6.24, 0.33, -3.60)
C (-0.09, 0.78, -2.07)
H (3.61, 3.40, -4.98)
O (2.16, -2.17, 2.56)
C (3.43, 1.74, -3.65)
H (6.23, -1.99, -1.56)
C (-2.64, 1.15, -1.95)
C (-1.03, 5.87, -3.91)
H (-2.12, 5.97, -3.88)
H (-4.46, -2.40, 1.90)
C (1.38, -3.13, 3.06)
H (-0.60, 3.40, -1.49)
C (0.15, -2.92, 4.13)
O (-0.01, 3.72, -3.90)
O (-1.27, -3.26, 3.92)
H (0.06, 0.53, 3.16)
H (0.02, 1.45, -2.93)
H (3.23, 3.41, -2.32)
H (-0.21, -0.26, -2.41)
H (3.77, 1.81, -5.75)
C (-1.83, -0.76, 3.35)
H (-1.59, -2.50, 1.84)

Calculated values
Gap between HOMO and LUMO: 6.59 eV
HOMO level: -4.616 eV
Lowest unoccupied orbital energy: 1.97 eV
Calculated total energy: -53299.8708 eV
Net charge: -1

No. 4
The following is a DFT calculation (the ωB97M-V functional and the def2-TZVPD basis) of a molecular structure, C20H36IrN6O4.

CARTESIAN COORDINATES (ANGSTROEM)
C (0.93, -1.87, 0.39)
H (2.19, 4.16, 5.45)
C (-3.79, -2.49, -0.59)
N (0.56, 3.51, -1.99)
C (0.09, 2.64, -3.13)
H (2.94, 6.84, -1.95)
H (0.99, 1.37, -4.56)
C (2.57, 5.48, -0.32)
H (-1.43, 1.69, -0.34)
H (0.33, -2.52, 1.01)
H (0.43, 4.14, 5.32)
H (3.62, 5.44, 3.94)
H (3.99, 2.42, 0.03)
O (0.71, 2.35, 0.45)
C (3.53, 5.32, 2.87)
Ir (0.53, 0.09, 0.31)
H (1.33, 5.60, 4.91)
H (0.68, 0.38, 3.49)
C (1.13, 3.00, 1.49)
H (1.91, 6.16, 0.20)
C (1.14, 1.59, -3.50)
C (4.28, 3.73, -1.66)
C (-0.17, -0.29, 3.38)
H (1.48, 3.93, -2.20)
H (-1.94, 2.78, -2.36)
H (2.19, 1.18, -1.28)
H (-1.75, 1.90, -3.84)
H (2.91, -1.24, 0.75)
N (2.38, 4.46, 2.61)
N (1.98, -1.17, 1.12)
H (2.15, 2.01, -3.45)
H (2.41, -0.41, -1.38)
C (-1.36, 0.68, -2.16)
H (0.14, -1.33, 3.51)
O (-0.70, -0.08, 2.04)
N (1.69, 0.30, -1.39)
H (3.40, 6.30, 2.41)
H (-0.09, 4.29, -1.87)
C (3.99, 4.98, -2.21)
O (-4.64, -3.26, -0.67)
C (3.14, 5.86, -1.54)
H (1.30, -2.40, -0.49)
C (3.73, 3.36, -0.44)
C (1.07, 0.25, -2.78)
H (-1.46, -0.67, 1.93)
O (-2.92, -1.71, -0.51)
H (2.01, -1.34, 2.12)
C (-0.36, -0.30, -2.75)
H (-0.93, -0.04, 4.11)
H (-0.40, -1.25, -2.21)
N (-1.22, 0.75, -0.67)
H (4.44, 5.28, -3.15)
H (4.98, 3.07, -2.17)
H (1.68, -0.45, -3.35)
C (0.62, 3.12, 2.78)
H (-0.26, 2.65, 3.17)
H (-2.36, 0.29, -2.36)
C (1.43, 4.03, 3.45)
H (4.44, 4.85, 2.49)
N (2.23, 3.80, 1.42)
H (0.64, 3.03, -1.04)
H (-0.64, -0.51, -3.78)
C (2.87, 4.23, 0.21)
C (1.34, 4.51, 4.86)
H (-1.97, 0.16, -0.31)
H (0.01, 3.33, -3.96)
C (-1.29, 2.05, -2.86)

Calculated values
Gap between HOMO and LUMO: 9.65 eV
ΔE to the lowest compared entry with this formula, charge and spin: 0.00 kcal per mole
HOMO level: -17.194 eV
Lowest unoccupied orbital energy: -7.54 eV
Calculated total energy: -41271.5075 eV
Net charge: +3

No. 5
The following is a DFT calculation (the ωB97M-V functional and the def2-TZVPD basis) of 3 unconnected molecules or ions with the total composition C20H36N2O12S2 at a distorted geometry.

CARTESIAN COORDINATES (ANGSTROEM)
O (3.21, 6.18, 6.40)
H (0.03, 1.52, 3.30)
H (-1.00, 0.55, -1.25)
C (1.04, 1.75, 3.66)
O (3.60, -0.66, -4.57)
H (-0.47, -0.03, -3.98)
O (2.69, -0.56, 2.15)
N (1.51, -1.58, -3.71)
H (-1.93, 1.01, -2.74)
C (-2.78, -0.64, -1.62)
O (-5.75, -4.56, -5.53)
H (-1.69, -1.41, -5.43)
O (0.66, 0.37, 1.00)
H (-6.31, -1.65, -4.47)
H (4.46, 4.91, 3.39)
H (3.96, 1.56, 0.79)
H (1.14, -1.24, -1.52)
O (3.93, 3.85, 5.97)
H (-3.66, -1.79, -0.32)
H (1.27, 5.93, 7.11)
H (3.22, 0.51, -0.44)
H (2.24, 7.17, 7.89)
C (-0.52, -0.66, -3.04)
C (2.27, 6.16, 7.48)
C (-0.65, -3.24, -2.44)
H (2.51, 2.12, -0.11)
C (0.60, -2.27, -4.33)
O (1.98, 1.77, 2.57)
H (-2.54, -5.92, -1.15)
H (-1.55, -3.19, -5.44)
N (-1.81, -5.23, -3.53)
H (2.49, 0.98, 5.07)
H (1.43, -0.25, 4.39)
H (2.01, 5.27, 9.43)
H (-0.69, -2.71, -1.44)
O (-3.88, -0.35, -2.08)
C (2.68, 5.19, 8.57)
H (0.80, 0.86, 5.61)
C (4.27, 5.67, 4.15)
S (1.99, 0.53, 1.55)
C (-3.34, -2.39, -4.38)
H (-7.19, -3.19, -4.08)
C (-0.81, -2.12, -3.57)
H (-1.76, -4.51, -0.36)
S (3.22, 4.94, 5.37)
H (5.20, 5.97, 4.62)
H (3.75, 6.52, 3.71)
C (-1.81, -2.32, -4.77)
C (-5.27, -3.57, -5.03)
H (3.70, 5.39, 8.89)
H (1.39, 0.19, -2.72)
O (3.32, -2.83, -4.44)
H (0.40, -3.67, -2.49)
C (1.46, 0.78, 4.75)
C (-2.44, -4.81, -1.21)
O (1.91, 4.78, 4.82)
C (0.98, -0.84, -2.55)
H (2.65, 4.16, 8.21)
C (2.89, -1.67, -4.28)
C (-1.55, 0.14, -2.14)
H (-3.41, -4.26, -1.14)
H (-3.52, -2.71, -3.33)
O (-3.96, -3.26, -5.37)
C (3.03, 1.26, 0.32)
C (-1.63, -4.46, -2.53)
H (0.75, -2.92, -5.22)
C (-6.18, -2.69, -4.08)
O (-2.76, -1.60, -0.64)
H (-1.19, -4.90, -4.28)
H (-5.78, -2.71, -3.03)
H (1.02, 2.76, 4.07)
H (-3.81, -1.37, -4.49)

Calculated values
Gap between HOMO and LUMO: 7.98 eV
ΔE to the lowest compared entry with this formula, charge and spin: 0.00 kcal per mole
HOMO level: -8.697 eV
Lowest unoccupied orbital energy: -0.72 eV
Calculated total energy: -70540.6845 eV
Net charge: 0

No. 6
The following is a DFT calculation (the ωB97M-V functional and the def2-TZVPD basis) of a single C20H36N2O3S molecule.

CARTESIAN COORDINATES (ANGSTROEM)
C (2.24, 1.41, -0.64)
H (-5.12, -5.93, 0.51)
C (-2.66, -3.49, 0.87)
N (4.56, -1.04, 0.83)
C (-1.23, -2.07, -0.70)
C (2.11, 2.33, 0.39)
H (-0.80, -2.07, -1.70)
C (-2.14, -3.29, -0.56)
N (-1.52, 1.77, -0.53)
H (-1.58, -4.18, -0.86)
H (-1.79, 3.93, -2.13)
H (-0.40, -2.16, 0.01)
H (-0.94, 2.44, 2.75)
C (3.05, 0.29, -0.50)
C (-2.74, 3.56, -1.75)
H (-3.57, -4.97, 2.13)
H (7.05, -0.26, -0.62)
H (1.82, 4.44, 0.24)
O (6.19, -2.77, 0.21)
C (-2.64, 2.07, -1.43)
C (3.76, 0.09, 0.68)
C (-0.58, 2.36, 1.72)
H (-2.32, -0.70, 0.56)
H (6.65, -1.02, -2.18)
H (4.20, 0.88, 2.62)
H (-3.37, -2.70, 1.12)
H (-2.65, -5.64, 0.78)
S (5.29, -1.85, -0.42)
H (-5.32, -4.17, 0.51)
O (0.54, 3.56, -1.01)
H (-3.59, 1.72, -1.02)
H (-2.99, -3.18, -1.24)
C (-4.63, -4.99, 0.27)
H (-2.43, 1.32, 1.33)
H (-1.82, -3.42, 1.56)
C (2.83, 2.13, 1.56)
C (-0.99, 0.43, -0.72)
H (5.08, -1.11, 1.69)
H (5.59, 0.25, -1.51)
H (-0.63, 0.37, -1.75)
H (-0.19, 2.90, -0.97)
H (-3.01, 4.14, -0.87)
H (-3.50, 3.72, -2.51)
H (-2.80, -0.67, -1.14)
C (1.19, 3.53, 0.23)
H (-4.44, -4.97, -0.80)
O (4.30, -2.36, -1.32)
H (1.71, 1.57, -1.56)
H (0.74, 3.95, 2.29)
H (0.09, 1.51, 1.68)
H (3.12, -0.44, -1.29)
C (-1.82, 2.11, 0.85)
H (-2.42, 3.02, 0.85)
C (0.19, 3.64, 1.40)
C (-1.95, -0.74, -0.47)
C (3.65, 1.02, 1.70)
H (-0.12, 0.32, -0.06)
H (-0.51, 4.44, 1.16)
C (-3.34, -4.84, 1.07)
H (-2.46, 1.54, -2.36)
C (6.25, -0.57, -1.28)
H (2.76, 2.84, 2.36)

Calculated values
Gap between HOMO and LUMO: 9.17 eV
ΔE to the lowest compared entry with this formula, charge and spin: 0.00 kcal per mole
HOMO level: -8.499 eV
Lowest unoccupied orbital energy: 0.67 eV
Structure (SMILES): CCCCCCCN(CC)CCC[C@H](O)c1ccc(NS(C)(=O)=O)cc1
Calculated total energy: -41282.3193 eV
Net charge: 0

What is the calculated total energy in the second record?
-169257.3288 eV

calculated total energy of number 3 (C20H36FO9S)?
-53299.8708 eV

Which formula does entry 6 have?
C20H36N2O3S